(1)
The following is a quantum chemistry calculation of a molecular structure, C27H56O7P4RuS, from the Open Molecules 2025 dataset.

Geometry as XYZ:
```
96
Properties=species:S:1:pos:R:3:forces:R:3:mulliken_spin:R:1
Ru -1.20016 -0.58843 -0.48227 1.4428 -0.1293 0.1989 3.30
C -4.90337 -0.73128 -0.61467 0.1377 0.0859 0.1775 0.00
P -3.35510 -1.21104 -1.40445 -0.1394 -0.1073 -0.5924 -0.02
C -3.37659 -0.34336 -3.00183 -0.0848 0.0930 0.1174 0.00
C -3.43125 -2.96262 -1.74519 -0.1159 -0.0371 0.1461 -0.04
C -4.61924 -3.62552 -2.04539 -0.0316 0.0021 -0.0576 0.00
C -4.57632 -4.96690 -2.40081 -0.0278 0.0411 -0.0104 0.00
C -3.36485 -5.64563 -2.44032 0.0398 -0.0245 -0.0023 0.00
C -2.18152 -4.98834 -2.12930 0.0043 -0.0388 0.0222 -0.01
C -2.21847 -3.64168 -1.77608 0.1091 -0.1486 0.0086 0.01
P -0.70280 -2.74636 -1.40659 -0.3722 -0.2335 -0.0457 -0.04
C 0.25345 -2.77882 -2.92821 0.0424 0.1746 0.0259 -0.01
C 0.18932 -3.70114 -0.17340 0.0905 0.1434 0.0062 -0.02
H -5.70392 -1.12839 -1.23830 -0.0686 -0.0015 0.0023 -0.01
H -4.99613 0.35318 -0.60196 -0.0086 -0.0317 -0.0297 0.00
H -4.99482 -1.14572 0.38824 0.0049 -0.0117 -0.0018 0.00
H -4.36817 -0.48260 -3.43997 0.0233 -0.0243 -0.0454 0.00
H -2.63065 -0.75624 -3.67838 0.0141 -0.0305 -0.0088 0.00
H -3.20424 0.72618 -2.87088 -0.0284 -0.0008 -0.0196 0.00
H -5.57736 -3.12109 -2.02126 0.0437 -0.0237 -0.0152 0.00
H -5.49396 -5.48164 -2.65266 -0.0007 -0.0188 0.0325 0.00
H -3.34136 -6.69484 -2.70625 -0.0009 0.0213 0.0009 0.00
H -1.24919 -5.54261 -2.14774 -0.0451 0.0276 -0.0295 0.00
H 0.26272 -3.82284 -3.24817 0.0167 -0.0221 -0.0600 0.00
H 1.27171 -2.43752 -2.76352 0.0026 -0.0823 -0.0443 0.00
H -0.22126 -2.18578 -3.70927 -0.0312 -0.0098 -0.0217 0.00
H 0.35814 -4.69403 -0.59684 -0.0105 -0.0224 0.0252 0.00
H -0.38870 -3.80087 0.74344 -0.0430 -0.0245 0.0157 0.00
H 1.14723 -3.22671 0.02670 0.0131 -0.0506 0.0011 0.01
C 5.31889 -0.95603 0.21237 -0.1538 -0.1089 0.1414 0.00
C 4.80871 -0.84083 -1.19861 0.4665 0.1836 -0.1402 0.00
C 5.43348 -1.81000 -2.16520 -0.1745 -0.1418 -0.0573 0.00
O 3.32988 -1.11983 -1.17945 0.0699 -0.4131 0.2403 0.00
P 2.15015 -0.16930 -1.31813 0.1276 0.1648 -0.0790 -0.02
O 0.91317 -0.88480 -0.78606 -0.2127 0.0721 -0.1755 -0.22
C 2.40497 1.33688 -0.37140 -0.1412 0.0552 0.0471 0.00
P 1.36762 1.29897 1.09415 0.1556 0.0740 0.1378 -0.03
O -0.07234 0.96940 0.77177 -0.3157 -0.0766 -0.0586 0.04
O 2.14604 0.28087 1.96916 -0.2141 -0.4082 0.0017 -0.01
C 1.63040 -0.42134 3.17349 0.0492 -0.0604 0.1782 0.00
C 0.83565 -1.63404 2.74256 0.1843 -0.0015 -0.1164 -0.01
C 2.83665 -0.77857 4.00162 0.1491 0.0390 -0.0122 0.00
O 1.36486 2.68590 1.78028 -0.1307 0.3423 0.0590 0.01
C 2.58834 3.36772 2.32900 0.3360 0.1303 0.1585 0.00
C 2.90834 4.55366 1.45320 -0.2267 0.0207 -0.1339 0.00
C 2.29879 3.72197 3.76584 -0.2683 -0.0214 0.0196 0.00
O 2.06044 0.18910 -2.82179 -0.1075 -0.0811 -0.0893 0.00
C 1.12840 1.01446 -3.59421 -0.1218 0.2178 -0.1527 0.00
C -0.16644 1.29126 -2.85165 0.1102 0.1804 0.1545 0.04
C 1.83438 2.27639 -4.02548 0.1337 0.0577 0.0181 0.00
H 6.36518 -0.65230 0.23662 -0.0023 0.0057 -0.0022 0.00
H 5.25857 -1.98827 0.56080 -0.0103 0.0316 0.0116 0.00
H 4.75599 -0.31817 0.89932 0.0736 -0.0234 0.0013 0.00
H 4.94515 0.17843 -1.56642 -0.2157 0.0664 -0.0539 0.00
H 5.24732 -2.83797 -1.85358 0.0479 -0.0003 0.0472 0.00
H 6.51098 -1.64768 -2.18605 -0.0108 0.0126 -0.0053 0.00
H 5.04473 -1.67578 -3.17316 0.0313 0.0428 -0.0271 0.00
H 2.15491 2.20768 -0.98171 0.0444 -0.0034 0.0597 0.00
H 3.45422 1.40599 -0.06720 -0.0559 0.0635 -0.0581 0.00
H 1.00090 0.28183 3.72007 -0.0497 0.1353 -0.0544 0.00
H 1.47346 -2.29753 2.15456 -0.0361 0.0035 0.0819 0.00
H -0.02971 -1.35030 2.13979 -0.1341 0.0292 -0.0409 0.02
H 0.48407 -2.17479 3.62163 0.0121 0.0147 -0.0194 0.00
H 3.49372 -1.45003 3.44548 -0.0287 0.0021 0.0437 0.00
H 2.52149 -1.27991 4.91741 0.0115 0.0124 -0.0280 0.00
H 3.40117 0.11226 4.27712 -0.0174 -0.0274 0.0158 0.00
H 3.40760 2.64789 2.29564 -0.0527 -0.1714 -0.0580 0.00
H 2.05285 5.22959 1.39027 0.0557 -0.0065 0.0279 0.00
H 3.19322 4.25331 0.44148 -0.0021 0.0314 0.0793 0.00
H 3.74107 5.10658 1.88895 0.0010 -0.0438 -0.0378 0.00
H 1.42282 4.37385 3.83381 0.0954 -0.0038 -0.0123 0.00
H 3.14903 4.26244 4.18299 -0.0207 -0.0489 0.0008 0.00
H 2.12792 2.83092 4.37528 0.0387 0.0543 -0.0369 0.00
H 0.91144 0.41195 -4.47207 0.0414 -0.1367 -0.0428 0.00
H -0.01277 1.89361 -1.95026 0.0044 0.0022 -0.0753 -0.01
H -0.66680 0.35165 -2.58354 -0.1152 -0.2087 -0.0568 -0.01
H -0.83935 1.83720 -3.51224 -0.0083 0.0107 0.0063 0.01
H 2.05454 2.93159 -3.17727 -0.0359 -0.0196 -0.0765 0.00
H 1.20982 2.82426 -4.73332 0.0264 -0.0042 0.0548 0.00
H 2.76811 2.02756 -4.52902 -0.0243 0.0315 0.0159 0.00
C -5.49112 3.26587 2.34278 0.0084 0.0228 0.0536 0.00
C -4.73520 1.95382 2.15102 -0.1150 0.3362 -0.1370 0.06
S -3.17238 2.22816 1.24815 0.0991 -0.9385 0.2456 0.43
O -2.70329 0.93675 0.64998 -0.5571 1.0461 0.3836 0.35
C -1.98565 2.95947 2.40431 0.0388 0.1510 -0.1472 0.06
C -1.74260 2.05930 3.60826 -0.0206 0.0432 0.0995 0.04
H -6.36381 3.04640 2.95904 0.0093 -0.0242 0.0258 0.00
H -5.85143 3.67903 1.40189 0.0567 -0.0365 -0.0144 0.00
H -4.90990 4.02255 2.87316 -0.0122 -0.0804 -0.0131 0.00
H -5.28004 1.22343 1.55072 0.0640 0.0504 0.0117 0.01
H -4.40103 1.49414 3.08564 -0.0179 -0.0287 -0.0150 0.03
H -2.43129 3.92767 2.65588 -0.0282 -0.0462 -0.0445 -0.01
H -1.08798 3.12358 1.81183 0.0779 -0.0119 -0.0965 0.01
H -2.57341 2.05306 4.31119 -0.0040 0.0280 -0.0213 0.00
H -0.87889 2.48862 4.12182 -0.0253 -0.0293 0.0162 0.01
H -1.49718 1.04312 3.31284 0.0710 -0.0738 -0.0447 0.00
```
Positions in Å, forces in eV/Å.

Values from the calculation:
total charge = +4
E_tot = -3446.29536 Eh
2S+1 = 5
highest occupied orbital energy (spin up / spin down) = -19.848 / -19.850 eV
energy above the lowest of the compared OMol25 structures with the same formula, charge and spin = 0.562 eV
lowest unoccupied orbital energy (spin up / spin down) = -0.44445 / -0.54682 Eh



(2)
The following is a quantum chemistry calculation of a molecular structure, C27H57AsN5OPtSSb2Si3, from the Open Molecules 2025 dataset.

Geometry as XYZ:
```
98
Properties=species:S:1:pos:R:3:forces:R:3:mulliken_spin:R:1
Pt -0.07720 -0.82115 0.26147 -0.5079 0.0089 -0.2377 1.40
C -0.81925 3.33645 3.12552 0.0438 -0.0602 -0.0726 0.05
Sb -1.53959 1.42564 2.46773 -0.1176 0.0446 0.1388 0.03
C -1.61277 0.51825 4.40468 0.1192 -0.0682 -0.1330 0.03
C -3.67552 1.93208 2.53133 0.2313 -0.1521 -0.0614 0.05
C -3.97350 3.05798 1.60936 -0.0285 0.1140 -0.0417 0.00
C -3.95504 4.36903 2.08955 0.0237 -0.0384 0.0257 -0.01
C -4.13567 5.45427 1.25081 -0.0078 0.0208 -0.0283 0.02
C -4.34259 5.25040 -0.10762 0.0153 0.0012 0.0410 -0.01
C -4.38251 3.95783 -0.59627 -0.0139 -0.0266 -0.0015 0.01
C -4.21159 2.85392 0.24263 -0.0516 0.0935 -0.0701 -0.01
C -4.30777 1.49432 -0.34573 0.2484 -0.4147 0.0978 0.10
Sb -2.36102 0.58525 -0.81158 0.3691 0.4608 -0.0863 0.32
C -1.36620 2.41008 -1.28027 -0.0831 -0.0755 -0.0469 0.04
C -2.87602 -0.16915 -2.74418 -0.0014 -0.0845 0.0909 0.10
H -1.31184 3.61405 4.05697 -0.0107 -0.0014 -0.0039 0.00
H -1.01117 4.09695 2.37035 -0.0128 -0.0022 0.0026 0.00
H 0.25500 3.26317 3.28996 -0.0034 0.0038 0.0023 0.00
H -2.11830 1.21241 5.07510 0.0073 0.0154 -0.0159 0.01
H -0.60994 0.32582 4.77619 0.0629 -0.0098 0.0075 -0.01
H -2.16635 -0.41646 4.35801 -0.0105 -0.0116 -0.0212 0.00
H -3.87186 2.19378 3.57010 -0.0456 0.0079 0.0053 0.01
H -4.20501 1.00996 2.29055 -0.0497 0.0387 0.0441 0.00
H -3.79887 4.53042 3.14990 0.0090 0.0151 -0.0031 0.00
H -4.12162 6.45773 1.65543 0.0034 -0.0032 0.0022 0.00
H -4.48675 6.09064 -0.77319 -0.0035 -0.0054 -0.0049 0.00
H -4.56827 3.78970 -1.65154 -0.0107 0.0037 0.0007 0.00
H -4.72405 1.52307 -1.35321 -0.0984 -0.0096 0.0255 0.01
H -4.86345 0.77638 0.25371 -0.0365 0.0422 -0.0034 -0.01
H -1.83596 2.87827 -2.14433 0.0015 0.0268 -0.0166 0.01
H -0.31949 2.20808 -1.48152 0.0362 -0.0320 -0.0327 -0.01
H -1.44989 3.07409 -0.42017 -0.0066 0.0022 -0.0149 0.00
H -3.10446 0.68124 -3.38642 -0.0132 0.0107 0.0087 0.01
H -3.75202 -0.80777 -2.63967 0.0112 -0.0008 -0.0026 0.00
H -2.06129 -0.75335 -3.15863 0.0900 -0.0240 -0.0183 -0.01
N -2.32537 -5.60320 4.13567 -0.0168 0.0038 -0.0012 0.00
C -2.15648 -4.74296 3.11784 0.0064 -0.1159 -0.1678 0.00
N -1.63082 -5.20642 1.97255 0.1345 0.0798 0.0716 0.00
N -2.49909 -3.49294 3.32191 0.0189 0.0974 0.4313 0.00
C -2.25215 -2.54858 2.46277 -0.1989 0.0810 -0.2782 0.04
N -2.10999 -1.62587 1.76683 -0.0315 -0.1448 0.0932 0.00
H -2.23764 -6.59474 4.01073 -0.0205 0.0002 -0.0018 0.00
H -2.77805 -5.25705 4.96321 0.0239 0.0042 0.0084 0.00
H -1.44957 -6.18520 1.84094 -0.0222 -0.0127 -0.0227 0.00
H -1.66913 -4.62486 1.14998 -0.1022 -0.0225 -0.1331 0.00
C 4.53703 1.60592 -2.25254 -0.0464 -0.0287 -0.0444 0.02
Si 3.27076 1.23395 -0.93302 -0.0711 0.0932 0.0754 0.01
C 4.10393 0.62025 0.61869 -0.0319 -0.1013 -0.0210 -0.02
C 2.24544 2.74776 -0.54114 0.0052 -0.0246 0.0308 0.01
As 1.70665 -0.42662 -1.59559 0.2025 0.1129 -0.0693 0.21
Si 2.95261 -2.45115 -1.39888 0.1551 -0.1238 0.1381 0.01
C 4.68635 -2.21319 -2.07065 -0.0345 0.0829 0.0001 0.02
C 2.12723 -3.86501 -2.29208 -0.0533 0.0916 -0.0772 0.00
C 3.07190 -2.86246 0.42770 -0.0257 -0.0029 -0.0539 0.03
Si 1.36406 -0.22451 -3.95747 -0.1298 -0.0630 -0.0400 0.05
C 0.35725 1.31308 -4.29050 0.0821 0.0217 0.0418 0.01
C 0.43696 -1.76422 -4.48343 -0.0070 0.0208 0.0373 0.00
C 2.95406 -0.06711 -4.92944 0.0552 -0.0042 0.0902 0.03
H 5.30005 2.26367 -1.82796 0.0004 0.0074 0.0025 0.00
H 4.09654 2.11800 -3.10852 0.0006 0.0116 0.0004 0.00
H 5.03434 0.70478 -2.61271 0.0120 0.0062 0.0040 0.00
H 4.67874 1.43084 1.07351 0.0014 0.0082 0.0100 0.00
H 4.78670 -0.20808 0.42141 0.0062 0.0147 0.0068 0.00
H 3.35089 0.28054 1.33158 0.0942 0.0480 -0.1585 0.01
H 2.87721 3.55447 -0.16140 0.0204 -0.0075 -0.0013 0.00
H 1.50414 2.50767 0.22640 0.0019 0.0095 -0.0023 -0.01
H 1.72126 3.12419 -1.42173 0.0190 0.0184 -0.0021 0.00
H 4.71260 -1.76392 -3.06282 0.0073 -0.0329 0.0069 0.00
H 5.16202 -3.19505 -2.14179 0.0088 -0.0046 0.0262 0.00
H 5.29337 -1.59914 -1.40250 0.0000 0.0053 -0.0296 0.00
H 2.17862 -3.76670 -3.37640 0.0319 -0.0233 0.0267 0.00
H 1.07924 -3.96236 -2.00750 -0.0060 -0.0059 0.0147 0.00
H 2.65148 -4.78371 -2.01485 -0.0022 -0.0061 0.0077 0.00
H 2.90447 -1.99257 1.06344 0.0542 -0.0281 -0.0461 -0.02
H 4.06231 -3.26604 0.65080 0.0090 -0.0355 -0.0194 0.00
H 2.33245 -3.62000 0.69705 -0.0092 0.0222 -0.0009 0.01
H -0.64362 1.24239 -3.87563 -0.1587 0.0157 0.0679 0.00
H 0.26348 1.44988 -5.37125 0.0085 -0.0152 0.0036 0.00
H 0.83677 2.20594 -3.88355 -0.0059 0.0113 -0.0020 0.00
H -0.14967 -2.18856 -3.66719 -0.0418 -0.0004 -0.0079 0.00
H 1.12976 -2.53382 -4.82644 -0.0175 0.0214 -0.0129 0.00
H -0.23461 -1.53391 -5.31433 0.0030 0.0173 0.0009 0.00
H 3.31151 0.96260 -4.93986 0.0180 -0.0096 0.0006 0.00
H 2.74086 -0.35713 -5.96202 -0.0177 0.0134 -0.0073 0.00
H 3.76211 -0.70226 -4.57016 -0.0225 -0.0183 -0.0284 -0.01
C 2.21775 0.60823 3.60239 -0.0272 -0.0123 0.0938 0.03
O 1.25290 0.52477 2.55196 0.0846 0.0650 0.0868 0.17
C 1.01984 -0.72464 2.02547 -0.1656 -0.0146 -0.0447 1.11
C 1.03339 -1.91393 2.93262 -0.0374 0.0763 0.0704 -0.02
H 1.88602 0.06224 4.48747 -0.0073 0.0060 -0.0029 0.01
H 2.31757 1.66340 3.84526 0.0100 0.0043 -0.0074 -0.01
H 3.18432 0.21637 3.27930 -0.0326 -0.0071 0.0767 0.00
H 2.02289 -2.10797 3.36273 -0.0074 -0.0005 0.0133 0.01
H 0.74465 -2.80669 2.37807 -0.0109 0.0163 0.0096 -0.02
H 0.32350 -1.79459 3.76376 -0.0138 -0.0256 -0.0113 0.03
S -3.10110 -3.91291 -1.07860 -0.1368 -0.0817 0.0322 0.08
C -1.78857 -3.00585 -1.02314 0.3327 0.0858 -0.0923 0.06
N -0.80031 -2.34844 -1.02198 -0.0542 -0.0902 0.2321 0.03
```
Positions in Å, forces in eV/Å.

Values from the calculation:
total charge = +1
E_tot = -5514.02080 Eh
2S+1 = 5
highest occupied orbital energy (spin up / spin down) = -8.772 / -10.192 eV
energy above the lowest of the compared OMol25 structures with the same formula, charge and spin = 0.801 eV
lowest unoccupied orbital energy (spin up / spin down) = -0.06465 / -0.17906 Eh



> Among the records above, which one has the lowest E_tot?

C27H57AsN5OPtSSb2Si3



> The highest total charge belongs to which entry?

C27H56O7P4RuS